No. 1
71
Properties=species:S:1:pos:R:3 method="wB97M-V/def2-TZVPD" homo_lumo_gap_ev="5.24 / 5.10" lumo_energy_ev="2.148 / 2.014" molar_mass_g_mol=725.2 total_charge=-1 multiplicity=4 e_tot_ha=-4491.9746 s_squared=3.8042
Cr 0.218 0.999 0.774
C 2.450 -1.152 3.849
C 3.762 -0.934 3.463
C 4.023 -0.103 2.390
C 2.964 0.495 1.728
N 1.700 0.283 2.110
C 1.447 -0.525 3.135
C 3.123 1.384 0.558
C 4.342 1.873 0.133
C 4.361 2.768 -0.930
C 3.174 3.156 -1.514
C 1.985 2.609 -1.044
N 1.979 1.732 -0.042
H 2.199 -1.808 4.670
H 4.575 -1.421 3.984
H 5.037 0.057 2.054
H 0.404 -0.681 3.375
H 5.257 1.588 0.629
H 5.303 3.170 -1.282
H 3.146 3.853 -2.339
H 1.021 2.886 -1.437
O 2.264 -1.263 -0.385
S 1.064 -2.032 -0.187
O 1.162 -3.177 0.694
N -0.088 -1.020 0.325
C -1.267 -1.551 0.828
C -1.810 -2.795 0.567
C -3.030 -3.190 1.144
C -3.730 -2.378 1.991
C -3.204 -1.105 2.299
C -3.831 -0.196 3.181
C -3.247 1.007 3.449
C -2.030 1.330 2.823
N -1.430 0.513 1.990
C -1.987 -0.703 1.717
C 0.537 -2.676 -1.751
C -0.609 -2.215 -2.370
C -1.005 -2.785 -3.573
C -0.240 -3.786 -4.151
C 0.922 -4.229 -3.528
C 1.312 -3.679 -2.319
H -1.296 -3.486 -0.083
H -3.417 -4.172 0.897
H -4.670 -2.688 2.429
H -4.774 -0.473 3.637
H -3.699 1.723 4.120
H -1.553 2.286 2.988
H -1.180 -1.407 -1.933
H -1.893 -2.413 -4.065
H -0.542 -4.217 -5.097
H 1.524 -5.004 -3.986
H 2.208 -4.019 -1.817
S -1.421 1.829 -0.734
C -1.802 1.166 -2.343
C -3.176 1.091 -2.601
C -3.679 0.736 -3.841
C -2.781 0.439 -4.863
C -1.423 0.483 -4.614
C -0.876 0.830 -3.359
S 0.845 0.767 -3.141
H -3.857 1.334 -1.794
H -4.749 0.699 -4.006
H -3.139 0.164 -5.849
H -0.718 0.236 -5.399
Cl -0.332 4.735 4.360
C 0.373 4.853 2.710
C 0.927 3.485 2.305
O 2.041 3.155 2.679
O 0.097 2.817 1.585
H 1.170 5.588 2.757
H -0.429 5.165 2.049

No. 2
80
Properties=species:S:1:pos:R:3 method="wB97M-V/def2-TZVPD" homo_lumo_gap_ev=4.97 lumo_energy_ev=0.014 molar_mass_g_mol=857.1 e_tot_ha=-2418.3168
Y -0.060 -0.793 -0.698
N -3.370 -3.367 0.994
C -2.068 -3.052 0.848
N -1.675 -1.831 0.747
C -2.404 -0.836 1.357
N -1.811 0.333 1.466
N -0.432 0.281 1.275
C 0.185 1.267 1.911
C 1.551 1.269 2.056
C 2.176 0.001 2.093
C 3.270 -0.178 2.925
C 3.852 0.960 3.609
C 3.345 2.198 3.371
N 2.160 2.338 2.686
C -3.852 -1.069 1.596
C -4.799 -0.068 2.048
C -6.140 -0.401 2.124
C -6.603 -1.652 1.688
C -5.716 -2.612 1.224
C -4.323 -2.328 1.295
H -3.781 -4.278 0.938
H -1.330 -3.886 0.642
H -0.382 1.846 2.615
H 1.852 -0.788 1.364
H 3.624 -1.185 3.133
H 4.713 0.900 4.256
H 3.611 3.079 3.915
H -4.400 0.924 2.281
H -6.800 0.259 2.675
H -7.653 -1.815 1.636
H -6.025 -3.450 0.587
I 2.252 0.200 -2.361
C 3.126 -1.772 -2.000
C 4.022 -2.176 -2.951
C 4.708 -3.395 -2.758
C 4.691 -4.119 -1.580
C 3.805 -3.734 -0.572
C 3.564 -4.472 0.625
C 2.489 -4.238 1.440
C 1.658 -3.116 1.180
C 1.828 -2.355 0.021
C 2.924 -2.594 -0.804
H 4.336 -1.524 -3.756
H 5.375 -3.755 -3.588
H 5.302 -5.022 -1.557
H 4.297 -5.261 0.841
H 2.365 -4.802 2.412
H 0.823 -2.958 1.930
B -1.899 -0.274 -3.997
N -1.480 0.847 -3.037
C -1.644 2.146 -3.415
C -1.930 2.891 -2.237
C -1.897 1.948 -1.191
N -1.615 0.690 -1.699
N -1.000 -1.494 -3.686
C -0.576 -2.288 -4.672
C 0.116 -3.420 -4.124
C -0.164 -3.319 -2.785
N -0.729 -2.108 -2.472
H -3.019 -0.560 -3.669
H -1.725 0.055 -5.142
H -1.603 2.594 -4.397
H -2.125 4.003 -2.221
H -2.180 2.007 -0.121
H -0.653 -2.013 -5.716
H 0.627 -4.237 -4.557
H 0.028 -4.024 -1.948
O 0.549 4.263 2.859
B 1.718 3.690 2.394
O 2.391 4.426 1.349
C 1.575 5.498 1.199
C 1.817 6.577 0.394
C 0.706 7.433 0.202
C -0.422 7.174 0.911
C -0.561 6.231 1.888
C 0.524 5.425 2.115
H 2.794 6.687 -0.090
H 0.798 8.273 -0.493
H -1.314 7.751 0.657
H -1.392 6.156 2.524